# C5H6O2

One molecule with the formula C5H6O2 (ωB97M-V/def2-TZVPD, the OMol25 dataset).

Element x y z (Å)
1 O 0.98467 -1.61303 1.63423
2 C 0.44036 -0.80171 0.92624
3 C -0.45633 0.34452 1.40780
4 O -1.31397 0.66454 0.32530
5 C -0.77011 0.14537 -0.86195
6 C 0.59372 0.59358 -1.22133
7 C 0.39269 -0.76804 -0.56158
8 H 0.16982 1.20421 1.69384
9 H -1.05310 0.04782 2.27425
10 H -1.52599 -0.11084 -1.59866
11 H 1.03784 1.39731 -0.64053
12 H 0.88949 0.57104 -2.26448
13 H 0.61090 -1.67477 -1.11313

ΔE to the lowest compared entry with this formula, charge and spin   32.2 kcal per mole
Strongest force on any atom   0.43 eV Å⁻¹
Energy   -344.55061 Ha
SMILES   O=C1CO[C@H]2C[C@@H]12


# C14H13BrClF6N2O5PS

A 3-piece molecular cluster, C14H13BrClF6N2O5PS overall (ωB97M-V/def2-TZVPD, the OMol25 dataset).

Element x y z (Å)
1 O 2.99519 4.23603 0.09924
2 P 1.71067 5.35808 0.46412
3 Cl 1.64471 6.94086 -1.01325
4 C 0.00999 4.45048 0.18225
5 C -0.09794 2.80061 -0.02705
6 C -1.59972 2.18547 -0.29772
7 Br -1.77192 0.21518 -0.60456
8 C -2.92453 3.15111 -0.30889
9 N -4.39936 2.83796 -0.52262
10 S -5.26008 4.39371 -0.42116
11 N -4.04531 5.65558 -0.09499
12 C -2.79192 4.79052 -0.09005
13 C -1.30928 5.45214 0.13762
14 H 2.99748 4.17371 -0.91932
15 H 0.88923 2.16293 0.02656
16 H -1.16507 6.61596 0.28652
17 C 0.28512 -4.09062 4.37570
18 C -1.05018 -3.41964 4.10997
19 O -0.91136 -1.99088 4.13276
20 C -0.42807 -1.41432 2.98636
21 O -0.11086 -2.04524 1.98226
22 C -0.37703 0.10713 3.13213
23 F 0.15641 0.50779 4.32270
24 F -1.61748 0.66985 3.06475
25 F 0.36787 0.71210 2.16309
26 H 0.71749 -3.72756 5.31402
27 H 0.16725 -5.17646 4.43681
28 H 1.00658 -3.86500 3.58507
29 H -1.75714 -3.68356 4.90332
30 H -1.48966 -3.75375 3.16273
31 C 0.18714 -2.34584 -1.80156
32 C 1.43412 -1.62736 -2.28395
33 O 2.14656 -2.43398 -3.23419
34 C 1.67206 -2.40983 -4.52045
35 O 0.69400 -1.76028 -4.87876
36 C 2.54862 -3.27055 -5.43122
37 F 2.85006 -4.48396 -4.88411
38 F 3.74289 -2.67247 -5.70676
39 F 1.96872 -3.53470 -6.63697
40 H 0.44264 -3.33341 -1.40327
41 H -0.31469 -1.76778 -1.02011
42 H -0.51973 -2.50669 -2.62068
43 H 2.10992 -1.45903 -1.43908
44 H 1.19662 -0.64427 -2.70723

Strongest force on any atom   7.62 eV Å⁻¹
Energy   -5399.65360 Ha
SMILES   OP(Cl)c1cc(Br)c2nsnc2c1.CCOC(=O)C(F)(F)F.CCOC(=O)C(F)(F)F


# C28H26F2N3RhS

C28H26F2N3RhS as an isolated structure (ωB97M-V/def2-TZVPD, the OMol25 dataset).

Element x y z (Å)
1 Rh -0.81384 0.99589 0.71946
2 F 0.34614 5.29772 -2.55308
3 C 0.09266 4.86420 -1.30228
4 C -0.19792 3.53362 -1.10010
5 C -0.46995 3.02913 0.17162
6 C -0.40249 3.94606 1.24628
7 C -0.13286 5.29228 0.98794
8 F -0.10760 6.20155 1.99166
9 C 0.12233 5.78417 -0.27224
10 C -0.61573 3.38652 2.58012
11 C -0.59670 4.11439 3.77673
12 C -0.84069 3.49026 4.98159
13 C -1.11685 2.13161 4.99027
14 C -1.10285 1.46348 3.78595
15 N -0.84042 2.05236 2.61721
16 H -0.21374 2.92491 -2.00027
17 H 0.33209 6.83032 -0.43649
18 H -0.40063 5.17127 3.75364
19 H -0.82297 4.05909 5.90168
20 H -1.33108 1.59767 5.90502
21 H -1.30810 0.40293 3.75179
22 N -1.92283 -1.64308 -1.13402
23 C -1.66572 -0.31186 -1.30255
24 S -2.73154 0.85361 -0.68919
25 N -0.66909 0.01548 -2.18858
26 C -0.05373 -0.72832 -3.21039
27 C 1.08437 -0.16091 -3.79091
28 C 1.75603 -0.81293 -4.80816
29 C 1.31523 -2.04876 -5.26145
30 C 0.18500 -2.61091 -4.69173
31 C -0.50313 -1.96349 -3.67581
32 H -2.54451 -1.81316 -0.35897
33 H -1.10955 -2.24638 -1.10885
34 H -0.49073 1.00580 -2.22570
35 H 1.43988 0.79942 -3.43337
36 H 2.63246 -0.35410 -5.24650
37 H 1.84185 -2.56357 -6.05361
38 H -0.18373 -3.56555 -5.04452
39 H -1.39974 -2.40855 -3.27413
40 C 1.76879 -0.52642 0.38466
41 C 0.84802 -1.33901 1.30493
42 C 1.57975 -1.52471 2.64177
43 C -0.50228 -0.65821 1.52168
44 C 0.45338 -2.68810 0.69392
45 C 0.76737 -3.02221 -0.62566
46 C 0.33499 -4.21884 -1.18364
47 C -0.41898 -5.10978 -0.43766
48 C -0.73270 -4.79666 0.87755
49 C -0.30204 -3.60262 1.43426
50 H 1.99518 0.43603 0.84615
51 H 1.32252 -0.33651 -0.59199
52 H 2.71457 -1.05413 0.23643
53 H 1.85053 -0.55101 3.05381
54 H 2.49208 -2.10387 2.49144
55 H 0.95993 -2.04040 3.37562
56 H -0.99765 -1.16893 2.36626
57 H 1.35205 -2.34864 -1.23757
58 H 0.59154 -4.44792 -2.21059
59 H -0.75699 -6.04048 -0.87403
60 H -1.31692 -5.48666 1.47302
61 H -0.56245 -3.38309 2.46157

ΔE to the lowest compared entry with this formula, charge and spin   26.3 kcal per mole
Strongest force on any atom   1.12 eV Å⁻¹
Energy   -1955.24117 Ha


Q: Which of these has the highest strongest force on any atom?
A: C14H13BrClF6N2O5PS